A structure of composition C5H6Cl2GdO4STi at a distorted geometry. Source: the Open Molecules 2025 dataset; level of theory: wB97M-V/def2-TZVPD.

- Orbital gap (alpha / beta): 5.1 / 3.3 eV
- ⟨S²⟩: 20.317
- LUMO (alpha / beta): -17.56 / -20.43 eV
- HOMO level (alpha / beta): -22.7 / -23.7 eV
- ΔE to the lowest compared entry with this formula, charge and spin: 68.5 kJ/mol
- Charge: +4
- 2S+1: 9

Cartesian coordinates (Å):
Gd: -1.68 -1.50 -4.46
Ti: -0.45 0.18 0.09
Cl: -0.61 -1.53 -1.94
Cl: -1.44 1.90 -0.80
C: 1.31 0.87 0.42
C: 0.05 -2.35 -5.50
C: -0.18 0.14 -4.59
O: 2.34 1.39 0.64
O: 1.17 -2.55 -5.80
O: 0.66 0.94 -4.49
C: -1.70 -1.72 3.74
S: -2.26 -0.21 2.95
C: -1.41 1.00 3.95
O: -1.20 -0.22 1.67
H: -2.27 -1.83 4.67
H: -0.62 -1.66 3.94
H: -1.92 -2.57 3.07
H: -0.40 0.64 4.18
H: -1.36 1.95 3.40
H: -2.00 1.15 4.87

Löwdin population analysis, charges in e, atoms 1 to 4: Gd 1.733; Ti 0.510; Cl 0.136; Cl 0.251



The molecule C8H16NOP at a distorted geometry. Source: the Open Molecules 2025 dataset; level of theory: wB97M-V/def2-TZVPD.

- Orbital gap (alpha / beta): 6.4 / 9.0 eV
- LUMO (alpha / beta): -0.72 / 0.77 eV
- HOMO level (alpha / beta): -7.1 / -8.2 eV
- ΔE to the lowest compared entry with this formula, charge and spin: 409.8 kJ/mol
- 2S+1: 1

Cartesian coordinates (Å):
C: -2.79 0.51 1.18
C: -3.73 0.65 0.07
C: -2.04 -0.89 -0.80
C: -2.19 0.41 -0.27
C: -1.70 -2.09 -0.03
C: 4.27 -0.12 0.38
C: 3.02 0.75 0.12
C: 2.07 0.07 -0.89
N: 0.75 0.57 -0.95
O: -1.48 1.51 -0.82
P: 0.02 1.88 -0.43
H: -2.53 1.44 1.73
H: -2.74 -0.47 1.77
H: -4.28 -0.18 -0.27
H: -3.95 1.68 -0.20
H: -1.84 -1.02 -1.79
H: -2.64 -2.54 0.36
H: -1.12 -1.78 0.81
H: -1.00 -2.80 -0.60
H: 4.89 -0.14 -0.50
H: 4.99 0.30 1.10
H: 4.06 -1.07 0.72
H: 3.19 1.79 -0.23
H: 2.40 0.81 1.02
H: 2.50 0.00 -2.01
H: 1.91 -0.91 -0.49
H: -0.05 1.63 1.04

Löwdin population analysis, charges in e, atoms 1 to 4: C -0.090; C -0.057; C -0.111; C -0.488



A cluster of 17 separate species, C34H102O34 in total at a distorted geometry. Source: the Open Molecules 2025 dataset; level of theory: wB97M-V/def2-TZVPD.

- Orbital gap: 9.7 eV
- LUMO: 0.27 eV
- HOMO level: -9.4 eV
- ΔE to the lowest compared entry with this formula, charge and spin: 8.4 kJ/mol
- 2S+1: 1

Cartesian coordinates (Å):
C: 4.75 -2.39 -1.15
C: 4.42 -2.34 -2.63
O: 4.72 -1.08 -3.18
O: 6.18 -2.32 -0.83
H: 4.16 -3.23 -0.71
H: 4.29 -1.50 -0.64
H: 3.32 -2.61 -2.81
H: 4.90 -3.16 -3.22
H: 4.26 -0.42 -2.63
H: 6.28 -2.25 0.14
C: 4.02 3.23 -1.57
C: 3.43 2.11 -2.42
O: 3.55 0.91 -1.67
O: 3.26 3.55 -0.42
H: 4.14 4.12 -2.16
H: 4.99 2.85 -1.20
H: 4.04 2.08 -3.27
H: 2.37 2.32 -2.61
H: 2.94 0.76 -0.93
H: 3.38 2.89 0.28
C: -6.44 -0.17 0.54
C: -5.36 -0.65 1.41
O: -5.72 -1.75 2.29
O: -6.92 -1.30 -0.18
H: -6.11 0.58 -0.22
H: -7.26 0.26 1.15
H: -4.93 0.14 2.08
H: -4.44 -0.93 0.82
H: -6.17 -2.31 1.67
H: -7.55 -1.08 -0.86
C: 6.87 -1.34 4.51
C: 6.34 -0.89 3.11
O: 5.93 -2.00 2.33
O: 5.89 -2.13 5.17
H: 7.19 -0.45 4.99
H: 7.76 -1.96 4.49
H: 7.14 -0.40 2.56
H: 5.54 -0.13 3.17
H: 5.60 -2.70 2.93
H: 5.18 -1.59 5.48
C: 0.74 -4.96 -3.45
C: 0.84 -4.81 -1.97
O: 2.20 -5.12 -1.52
O: 1.58 -4.07 -4.11
H: -0.26 -4.74 -3.84
H: 0.91 -6.00 -3.76
H: 0.12 -5.48 -1.45
H: 0.49 -3.83 -1.69
H: 2.65 -4.28 -1.35
H: 2.46 -4.40 -3.89
C: 1.38 6.68 -0.74
C: 1.34 5.94 -2.08
O: 0.97 4.56 -2.07
O: 2.37 6.19 0.12
H: 0.43 6.69 -0.24
H: 1.59 7.74 -0.91
H: 2.32 6.06 -2.58
H: 0.63 6.37 -2.78
H: 1.39 4.04 -1.36
H: 2.64 5.31 -0.15
C: -2.09 1.08 5.40
C: -0.73 1.18 6.03
O: -0.13 2.35 5.58
O: -1.96 0.92 4.00
H: -2.56 1.98 5.72
H: -2.67 0.22 5.86
H: -0.13 0.32 5.78
H: -0.80 1.14 7.13
H: 0.73 2.57 5.92
H: -1.10 1.28 3.67
C: -3.24 1.79 -1.97
C: -3.99 3.10 -1.97
O: -4.15 3.46 -3.38
O: -2.07 1.83 -2.81
H: -3.93 0.99 -2.21
H: -2.95 1.60 -0.92
H: -3.38 3.83 -1.47
H: -5.00 2.98 -1.47
H: -4.49 4.38 -3.39
H: -2.32 2.34 -3.59
C: -5.37 3.23 3.65
C: -4.34 3.14 2.52
O: -5.09 3.11 1.35
O: -6.47 4.11 3.39
H: -4.83 3.44 4.61
H: -5.71 2.22 3.91
H: -3.76 2.23 2.74
H: -3.65 4.00 2.55
H: -5.74 3.83 1.45
H: -7.10 3.98 4.11
C: -3.39 -4.22 -1.37
C: -4.14 -3.29 -2.24
O: -5.59 -3.33 -2.07
O: -2.04 -3.86 -1.44
H: -3.39 -5.26 -1.63
H: -3.77 -4.07 -0.36
H: -3.93 -3.58 -3.28
H: -3.74 -2.30 -2.08
H: -5.81 -2.91 -1.21
H: -1.80 -3.56 -2.30
C: 2.89 3.20 3.27
C: 3.74 1.96 3.03
O: 4.47 2.20 1.85
O: 1.96 3.04 4.30
H: 2.50 3.54 2.31
H: 3.59 4.00 3.59
H: 3.08 1.12 2.78
H: 4.33 1.68 3.92
H: 5.01 2.98 1.98
H: 1.24 2.47 3.98
C: -2.22 -3.38 -5.30
C: -1.14 -3.45 -6.43
O: -0.78 -2.17 -6.89
O: -1.58 -2.95 -4.11
H: -2.52 -4.42 -5.07
H: -3.06 -2.74 -5.63
H: -1.67 -3.98 -7.26
H: -0.32 -4.08 -6.14
H: 0.10 -1.91 -6.56
H: -1.03 -2.14 -4.29
C: -2.60 -2.67 2.51
C: -1.69 -3.80 2.13
O: -0.87 -3.43 1.05
O: -1.73 -1.63 2.89
H: -3.26 -3.01 3.30
H: -3.23 -2.47 1.65
H: -2.33 -4.60 1.73
H: -1.18 -4.23 2.99
H: -1.26 -3.66 0.18
H: -2.20 -0.95 3.40
C: -0.27 4.12 0.94
C: -0.83 3.27 2.00
O: -0.09 2.06 2.19
O: -1.27 4.54 0.04
H: 0.51 3.55 0.49
H: 0.20 5.04 1.33
H: -1.90 3.07 1.65
H: -0.93 3.76 2.96
H: -0.47 1.38 1.58
H: -0.88 4.69 -0.84
C: 1.87 -0.41 -4.84
C: 0.55 0.41 -4.83
O: -0.49 -0.38 -4.27
O: 1.71 -1.57 -5.64
H: 2.23 -0.48 -3.83
H: 2.60 0.19 -5.35
H: 0.35 0.71 -5.89
H: 0.68 1.36 -4.32
H: -1.07 0.23 -3.76
H: 1.69 -2.33 -5.04
C: 2.44 -1.92 2.83
C: 2.56 -3.34 2.26
O: 1.49 -4.19 2.79
O: 1.26 -1.20 2.54
H: 3.32 -1.36 2.48
H: 2.63 -2.00 3.94
H: 3.55 -3.70 2.62
H: 2.45 -3.34 1.16
H: 0.92 -4.47 2.02
H: 0.53 -1.78 2.82
C: -0.48 -0.58 -0.56
C: 0.62 0.38 -0.85
O: 1.60 0.40 0.14
O: -1.33 -0.07 0.51
H: -0.18 -1.61 -0.35
H: -1.07 -0.62 -1.46
H: 0.13 1.34 -1.05
H: 1.04 0.17 -1.85
H: 1.26 -0.01 0.91
H: -1.29 -0.68 1.26

Löwdin population analysis, charges in e, atoms 1 to 4: C -0.215; C -0.261; O -0.072; O -0.062



A cluster of 2 separate species, C16H17ClFNO4S2 in total at a distorted geometry. Source: the Open Molecules 2025 dataset; level of theory: wB97M-V/def2-TZVPD.

- Orbital gap: 3.8 eV
- LUMO: -2.17 eV
- HOMO level: -6.0 eV
- ΔE to the lowest compared entry with this formula, charge and spin: 0.0 kJ/mol
- 2S+1: 1

Cartesian coordinates (Å):
C: -2.67 -2.60 -2.33
N: -1.36 -3.26 -2.34
C: -1.32 -4.74 -2.38
C: -0.27 -2.53 -2.34
Cl: 1.29 -3.14 -2.51
H: -3.43 -3.38 -2.32
H: -2.76 -1.97 -1.43
H: -2.79 -1.98 -3.22
H: -2.36 -5.07 -2.37
H: -0.82 -5.08 -3.29
H: -0.79 -5.12 -1.50
H: -0.33 -1.44 -2.25
F: 2.19 2.44 1.30
C: 2.05 1.11 1.31
S: 2.00 0.40 2.96
C: 0.29 0.53 3.52
C: -0.53 -0.60 3.45
C: -1.87 -0.49 3.83
C: -2.37 0.73 4.28
C: -1.54 1.85 4.35
C: -0.20 1.75 3.98
O: 2.28 -1.02 2.85
O: 2.79 1.26 3.81
S: 0.98 0.50 0.06
C: 1.31 1.61 -1.30
C: 0.55 2.77 -1.46
C: 0.83 3.62 -2.53
C: 1.87 3.31 -3.41
C: 2.65 2.17 -3.22
C: 2.38 1.31 -2.15
O: 1.41 -0.82 -0.36
O: -0.42 0.73 0.41
H: -0.13 -1.54 3.09
H: -2.52 -1.36 3.76
H: -3.42 0.82 4.58
H: -1.93 2.82 4.69
H: 0.47 2.61 4.04
H: -0.26 2.98 -0.76
H: 0.22 4.51 -2.67
H: 2.08 3.97 -4.26
H: 3.48 1.93 -3.89
H: 2.96 0.42 -1.97

Löwdin population analysis, charges in e, atoms 1 to 4: C 0.013; N -0.193; C -0.015; C -0.447



For each record above, in turn, the calculated E_tot values are -3427.0222, -785.5779, -3914.5412, -2331.8453 Ha.